48
Properties=species:S:1:pos:R:3 method="wB97M-V/def2-TZVPD" lumo_ev=-5.3 total_charge=+1 homo_energy_ev=-11.71 homo_lumo_gap_ev=6.364 e_above_lowest_kcal_mol=30.5 largest_force_ev_per_a=2.14 total_energy_ev=-29785.1410
C -1.568 0.240 -4.598
C -2.092 0.588 -3.264
N -1.408 0.797 -2.178
C -2.360 1.133 -1.094
C -3.703 1.012 -1.764
O -3.434 0.698 -3.160
H -0.478 0.286 -4.574
H -1.874 -0.779 -4.863
H -1.957 0.932 -5.351
H -2.253 0.442 -0.251
H -2.195 2.157 -0.739
H -4.290 0.193 -1.338
H -4.263 1.950 -1.719
C -1.706 0.672 5.743
C -1.015 -0.491 5.387
C 0.260 -0.411 4.822
C 0.828 0.852 4.638
O 2.054 0.982 3.966
C 2.014 0.781 2.585
C 1.749 1.877 1.749
C 1.460 1.641 0.423
C 1.508 0.325 -0.137
C 1.133 0.146 -1.495
C 1.306 -1.028 -2.285
C 1.635 -0.877 -3.667
C 1.785 -1.978 -4.496
C 1.626 -3.275 -3.982
C 1.299 -3.451 -2.629
C 1.121 -2.353 -1.793
C 1.987 -0.718 0.714
C 2.164 -0.512 2.072
C 0.174 2.022 5.031
C -1.115 1.925 5.553
H -2.707 0.600 6.176
H -1.460 -1.474 5.545
H 0.816 -1.297 4.513
H 1.730 2.881 2.175
H 1.216 2.475 -0.237
H 0.784 1.037 -2.014
H 1.792 0.137 -4.048
H 2.031 -1.832 -5.550
H 1.761 -4.140 -4.632
H 1.180 -4.459 -2.224
H 0.807 -2.498 -0.757
H 2.224 -1.694 0.300
H 2.407 -1.328 2.753
H 0.675 2.978 4.880
H -1.646 2.840 5.817